1.
Entry from OMol25: a structure of composition C40H63GeN3O3SbSe2Tl (wB97M-V/def2-TZVPD).

Cartesian coordinates (Å):
H1 -0.98 -5.47 -2.21
C1 -1.55 -2.67 6.50
H2 5.17 -1.10 2.90
H3 10.02 3.72 2.66
H4 3.68 0.79 0.55
C2 -5.34 -0.79 4.35
C3 -5.16 -2.17 4.28
C4 9.22 4.29 2.18
H5 1.97 -3.03 -2.60
Tl1 -0.02 0.56 -0.44
H6 -1.62 -2.72 0.34
C5 -2.12 0.43 6.88
C6 -2.87 0.43 1.72
C7 -1.43 -3.70 -0.08
H7 -1.73 1.38 7.25
C8 1.79 -2.65 -3.61
H8 0.21 -1.85 -5.73
H9 9.76 -0.11 -0.01
C9 -2.62 2.34 -0.55
C10 -1.17 5.46 -3.07
C11 -4.60 0.05 3.54
H10 8.93 0.10 -1.57
H11 1.40 -1.19 5.40
H12 -2.98 4.99 -0.25
H13 -0.82 6.24 -3.73
H14 0.87 -1.80 8.70
H15 -6.05 -0.38 5.06
O1 1.53 -1.65 0.69
H16 -0.38 -0.32 -5.02
H17 -2.77 -2.24 1.88
H18 2.74 -2.22 -3.96
C12 -4.23 -2.70 3.39
H19 5.09 3.77 -1.50
H20 -3.09 -2.06 -5.23
C13 0.12 -1.01 8.66
C14 8.16 1.33 0.00
Se1 -0.28 -0.19 3.74
Ge1 -0.71 -0.93 6.87
C15 3.30 0.45 1.51
C16 4.91 -1.37 1.87
H21 -2.76 1.37 -1.04
N1 -3.51 1.51 1.40
C17 -1.27 3.07 -2.51
C18 8.41 3.40 1.27
H22 -3.94 -3.62 -5.21
H23 -4.08 -3.77 3.33
H24 0.67 -4.93 -2.59
H25 3.03 -2.90 1.21
C19 -2.38 4.77 -1.13
C20 0.60 -0.45 5.51
H26 2.24 0.66 1.65
H27 -0.24 -2.11 2.18
H28 -1.83 -5.02 -5.57
H29 -0.36 -4.65 -4.66
C21 -0.08 -4.99 -1.79
C22 -0.41 -3.61 -1.23
C23 8.79 0.06 -0.49
H30 -4.72 1.13 3.58
H31 -0.21 3.90 -4.19
C24 2.66 -1.87 1.12
H32 -1.05 -2.61 3.69
H33 -1.06 -4.35 0.72
C25 -2.10 3.43 -1.40
H34 4.26 2.69 -0.41
H35 4.71 4.33 0.14
C26 -1.27 -4.21 -5.07
H36 0.50 -3.15 -0.83
H37 5.03 -2.45 1.75
H38 5.59 -0.86 1.19
C27 -0.84 4.14 -3.35
H39 0.31 -5.64 -1.01
H40 -5.74 -2.83 4.92
H41 1.33 -0.52 -5.40
C28 0.44 -1.04 -5.03
H42 1.02 -0.75 -3.00
N2 -2.93 2.52 0.67
C29 -3.67 -0.47 2.64
H43 -4.05 -2.52 -3.82
H44 -2.47 0.58 5.86
O2 -0.90 1.86 -2.71
H45 -0.80 -3.45 6.31
O3 -1.67 0.03 1.43
Se2 5.75 0.49 -1.39
N3 3.55 -0.98 1.58
H46 -2.17 -2.98 7.34
H47 0.73 -2.49 3.63
H48 8.13 -0.79 -0.30
C30 -2.14 -3.57 -3.99
H49 -2.38 -4.11 -0.43
H50 -0.99 -3.48 -5.83
H51 -2.18 -2.58 5.61
H52 -2.18 6.82 -1.74
C31 5.03 3.47 -0.45
C32 0.70 -1.59 -3.62
C33 -1.94 5.79 -1.95
C34 -0.21 -2.07 3.27
C35 -3.38 -2.91 -4.60
H53 1.55 -3.49 -4.26
H54 -2.97 0.14 7.50
C36 7.14 3.77 0.84
C37 8.91 2.18 0.82
H55 3.87 0.94 2.31
Sb1 -1.19 -2.10 -2.63
H56 -2.48 -4.35 -3.30
H57 9.91 1.89 1.11
C38 6.84 1.68 -0.38
H58 8.59 4.73 2.96
H59 0.60 -0.06 8.90
H60 -0.64 -1.22 9.42
H61 1.06 0.51 5.77
C39 -3.49 -1.85 2.58
C40 6.36 2.95 0.03
H62 6.74 4.73 1.15
H63 9.68 5.12 1.63

## Properties
Relative energy (zero: lowest compared OMol25 entry of this formula, charge and spin), kJ/mol: 0.0
Orbital gap, eV: 5.55
Max |F|, eV/Å: 0.6
Molecular weight, g mol⁻¹: 1190.635
Multiplicity: 1
Net charge: -2
E_HOMO, eV: -1.8
E_tot, eV: -251555.7721
Lowest unoccupied orbital energy, eV: 3.718



2.
Entry from OMol25: a structure of composition C40H64AuGeN4OP3 (wB97M-V/def2-TZVPD).

Cartesian coordinates (Å):
H1 1.46 4.25 -1.27
H2 0.59 -3.83 -2.40
H3 0.20 -2.35 -1.52
H4 -1.58 -0.48 -2.88
C1 -4.49 -2.22 -2.04
H5 0.80 1.26 -5.00
C2 1.76 -2.12 -3.01
H6 1.69 -3.25 -1.15
H7 2.21 -3.10 4.06
H8 4.07 2.24 -4.10
C3 2.93 -2.92 -3.58
C4 -0.77 -4.39 1.89
H9 3.14 -0.06 -4.42
C5 -0.53 0.78 3.03
H10 -5.76 -1.78 1.93
H11 4.60 0.06 5.09
C6 -4.14 0.43 1.91
H12 -1.14 1.07 -6.24
C7 3.00 -0.65 1.63
C8 -1.13 1.51 -5.24
H13 1.06 -1.89 -3.82
H14 0.37 5.24 1.42
H15 2.00 3.21 1.56
C9 4.40 -0.42 1.75
C10 3.10 -0.73 -0.75
H16 -1.59 -4.76 1.28
H17 2.56 -3.87 -3.95
H18 -1.74 -2.84 -0.80
C11 2.26 3.35 0.51
H19 -2.02 1.19 -4.71
C12 -0.38 -3.03 1.81
H20 -3.07 2.09 -1.19
O1 0.01 1.04 -4.49
C13 1.02 -2.93 -1.95
C14 3.45 0.29 -3.43
C15 4.89 -0.17 -3.18
H21 -2.16 2.35 -2.69
H22 3.16 3.97 0.47
C16 0.76 5.38 0.41
N1 -0.86 -2.14 0.95
H23 5.00 -1.25 -3.13
C17 4.15 -0.15 4.13
H24 -5.06 0.53 2.49
H25 -2.75 -1.23 -3.97
H26 0.03 5.95 -0.16
H27 3.70 -1.65 -0.80
C18 -2.04 -2.38 0.14
C19 -2.66 2.85 -1.86
H28 -4.10 -2.30 2.19
C20 -0.45 -0.92 4.77
H29 -4.85 -2.31 -3.07
H30 1.58 -5.49 4.06
C21 3.37 1.82 -3.38
H31 6.01 0.02 3.07
C22 -2.52 4.57 -0.04
H32 -1.12 2.60 -5.32
P1 -2.82 -0.74 -0.26
H33 3.42 -2.41 -4.41
N2 -0.14 1.10 1.71
C23 2.78 -0.44 4.06
C24 1.02 -4.79 3.44
H34 -3.15 3.89 0.54
H35 -1.57 -0.49 6.55
H36 5.52 0.19 -4.00
C25 -3.49 -1.07 -1.96
H37 -1.83 2.27 1.25
H38 3.65 2.19 -2.39
N3 2.32 -0.74 0.49
C26 1.40 -3.44 3.43
H39 -5.10 -0.27 0.12
C27 -1.34 1.56 3.85
C28 -1.69 1.10 5.11
C29 1.12 4.05 -0.25
H40 -2.32 1.72 5.73
C30 -2.35 -1.25 -2.96
H41 -2.72 -3.07 0.64
H42 -0.10 -1.88 5.13
H43 -0.44 3.14 1.88
H44 5.29 0.27 -2.27
H45 -1.29 4.50 -1.81
H46 3.68 -3.15 -2.81
H47 -3.35 0.14 2.60
H48 -3.91 1.41 1.49
C31 -4.33 -0.63 0.82
H49 -1.88 -2.23 -2.84
C32 -1.73 3.79 -1.10
H50 2.50 2.37 0.09
N4 0.86 -1.13 2.65
P2 2.19 -0.47 -2.32
C33 -0.07 -5.25 2.69
H51 -1.89 5.12 0.66
C34 -0.74 2.33 1.21
H52 -3.18 5.28 -0.53
H53 1.66 5.99 0.50
C35 -0.08 -0.44 3.53
C36 4.95 -0.17 2.98
H54 2.37 2.20 -3.62
H55 -4.95 -2.73 0.69
H56 3.80 0.11 -0.71
H57 -1.72 2.52 3.53
Au1 0.53 1.09 -1.70
H58 2.18 -0.45 4.95
H59 -5.36 -2.07 -1.40
H60 -4.01 -0.13 -2.20
C37 -4.80 -1.94 1.43
H61 -4.02 -3.17 -1.78
C38 0.69 -2.57 2.65
C39 2.23 -0.72 2.84
H62 -3.51 3.41 -2.27
Ge1 0.19 -0.39 0.61
C40 -1.27 -0.14 5.57
H63 -0.34 -6.30 2.74
H64 5.03 -0.42 0.87
P3 -0.27 2.88 -0.47

## Properties
Relative energy (zero: lowest compared OMol25 entry of this formula, charge and spin), kJ/mol: 0.0
Orbital gap (alpha / beta), eV: 7.90 / 5.17
Max |F|, eV/Å: 0.6
Molecular weight, g mol⁻¹: 979.478
Multiplicity: 4
Net charge: +3
E_HOMO (alpha / beta), eV: -14.8 / -15.5
E_tot, eV: -138578.5737
Lowest unoccupied orbital energy (alpha / beta), eV: -6.878 / -10.308



3.
Entry from OMol25: a cluster of 3 separate species, C40H64F3N2O10P in total (wB97M-V/def2-TZVPD).

Cartesian coordinates (Å):
H1 -5.62 6.21 6.64
H2 -7.12 5.54 5.92
H3 0.78 -6.06 2.74
H4 -5.10 4.59 9.06
O1 -2.02 2.01 -2.48
C1 -0.47 0.01 2.08
C2 6.51 5.83 -4.81
C3 0.79 -6.18 1.56
C4 0.59 -2.92 -3.00
H5 2.06 -0.53 -1.84
H6 2.83 2.12 -1.91
H7 -3.71 4.92 3.92
C5 0.43 -4.71 0.96
H8 2.66 -7.86 -6.68
C6 -2.23 0.73 -3.23
C7 0.91 -5.84 -1.56
H9 -1.30 -0.09 2.93
H10 -6.21 0.29 8.29
H11 -1.83 4.97 3.99
C8 3.82 0.56 -3.63
H12 -1.59 4.92 1.61
H13 3.86 -7.02 -1.96
H14 -3.43 4.05 8.94
H15 -8.13 7.17 7.52
H16 -0.37 -0.21 -6.69
C9 1.42 -7.03 -4.06
H17 0.91 -8.00 -3.60
H18 -4.33 1.69 8.38
C10 3.47 -7.83 -5.81
H19 2.42 4.63 -2.37
H20 2.65 -5.88 0.75
H21 1.20 0.88 -0.76
C11 3.01 -7.38 -4.26
H22 5.96 6.74 -4.54
H23 1.03 -1.76 1.87
C12 -2.64 4.42 1.87
H24 -2.78 3.27 3.95
H25 5.34 -8.55 -7.32
H26 -3.64 1.78 -1.05
H27 -3.41 0.58 -3.25
C13 4.16 -7.35 -3.06
C14 0.41 -0.03 -5.82
O2 -6.23 2.23 9.01
C15 6.33 4.94 -2.63
C16 1.00 -2.84 -5.92
C17 -2.74 4.38 3.52
H28 -4.47 2.25 10.07
H29 -7.68 0.80 9.14
F1 0.34 -8.63 0.85
C18 2.96 2.62 -2.87
H30 -5.47 3.91 5.46
O3 -2.71 3.07 1.25
H31 1.20 -3.95 1.47
O4 4.23 4.27 -1.53
N1 0.39 -1.56 -3.60
C19 -2.04 3.10 -0.09
C20 0.95 -4.20 -3.93
H32 -0.80 -2.24 1.87
H33 2.30 -0.49 0.03
F2 -1.41 -6.93 0.31
H34 -0.87 0.74 1.22
H35 4.61 0.12 -4.25
H36 -6.21 0.46 10.08
C21 -6.59 0.87 9.14
H37 -6.33 3.22 6.84
H38 1.40 0.37 -6.31
C22 -7.45 6.78 8.29
C23 5.59 3.91 -1.78
C24 5.70 -7.78 -3.48
H39 -2.05 0.80 -0.67
H40 3.72 4.56 -3.55
C25 5.00 -8.26 -6.22
H41 7.23 -8.55 -5.33
H42 -0.70 -4.45 1.23
C26 -6.37 5.41 6.71
H43 7.58 5.98 -4.69
O5 -7.04 5.46 7.97
N2 1.18 -4.24 -5.42
O6 2.19 -6.64 1.26
H44 3.92 0.16 -2.61
C27 -0.04 -1.45 1.44
C28 1.10 -5.69 -3.18
C29 -4.81 2.42 9.04
H45 0.94 -6.91 -5.13
H46 -2.07 -0.17 -5.32
H47 6.30 5.60 -5.86
H48 6.06 3.87 -0.79
C30 3.33 4.09 -2.64
C31 0.41 -3.01 -1.33
C32 -0.34 -7.35 1.25
H49 5.66 2.90 -2.20
C33 -2.46 1.85 -1.06
H50 6.57 -7.80 -2.68
H51 1.06 -6.94 -1.12
H52 -7.99 6.75 9.24
C34 1.52 -0.24 -0.84
H53 0.51 0.50 2.50
H54 -2.16 1.73 -5.29
H55 6.03 5.95 -2.33
C35 -4.45 3.84 8.60
H56 2.03 2.57 -3.44
C36 6.14 -8.24 -5.02
O7 6.06 4.74 -4.01
H57 -1.79 -0.19 -2.63
H58 1.18 -2.68 -7.09
O8 -4.41 3.98 7.18
O9 3.98 1.97 -3.63
H59 -0.87 3.12 0.12
H60 -2.33 4.13 -0.59
H61 -6.58 7.43 8.40
C37 0.59 -4.50 -0.65
H62 7.41 4.83 -2.48
O10 -0.17 0.89 -4.81
C38 -1.64 0.79 -4.77
P1 -0.01 -1.38 -0.44
H63 2.85 0.28 -4.05
C39 -5.68 4.05 6.53
F3 -1.04 -7.68 2.55
H64 -3.48 5.14 1.48
C40 0.60 -1.51 -5.08

## Properties
Orbital gap, eV: 6.35
Max |F|, eV/Å: 8.1
SMILES: CCOCCOCCOCc1cnc2c(Cc3ccccc3)cc(C[C@H](O)C(F)(F)F)c(P(C)CC)c2n1.COCCOCCOC.COCCOCCOC
Molecular weight, g mol⁻¹: 820.924
Multiplicity: 1
E_HOMO, eV: -7.7
E_tot, eV: -83383.8503
Lowest unoccupied orbital energy, eV: -1.372



4.
Entry from OMol25: a structure of composition C40H64F3N6O2PPbS2 (wB97M-V/def2-TZVPD).

Cartesian coordinates (Å):
H1 6.75 -2.16 4.53
H2 2.38 -0.76 2.93
H3 3.20 -0.84 4.56
C1 -0.97 4.24 -3.66
H4 -2.97 1.82 -4.74
H5 -2.70 1.37 -6.48
H6 -1.98 -4.04 -4.22
H7 4.54 -1.32 5.62
C2 -3.33 1.30 -5.63
C3 -0.72 -2.56 5.03
C4 -3.14 1.24 2.49
H8 -4.35 1.63 -5.83
H9 6.99 -2.30 -0.65
C5 5.25 -1.28 -2.40
C6 0.04 -1.67 2.83
C7 -0.41 -4.00 4.61
C8 -3.93 1.35 3.80
O1 2.42 -1.03 -1.45
N1 -1.44 5.61 -3.81
C9 0.51 -2.03 5.80
H10 -3.82 5.54 -0.83
C10 -1.94 -2.54 5.95
H11 -4.65 -0.10 1.58
C11 -2.93 5.59 -3.99
H12 -0.11 6.35 -2.30
H13 -2.83 -2.91 5.43
C12 -2.52 2.63 2.17
N2 -2.59 -2.27 -5.12
H14 -1.88 2.48 1.28
H15 0.69 -2.53 2.79
H16 -4.17 -1.26 -3.58
H17 -4.35 0.40 4.05
C13 -1.84 -0.61 3.72
H18 -3.15 4.94 -4.86
F1 0.98 2.55 0.94
H19 -0.19 -4.65 5.43
C14 6.42 -3.07 -1.09
C15 1.52 2.09 -0.26
C16 -1.16 6.44 -2.58
H20 -0.88 -3.40 -5.49
H21 -2.11 -1.50 6.34
C17 -1.51 -3.15 -4.64
P1 -1.63 3.41 -2.14
H22 -3.33 3.36 1.93
H23 -4.12 3.38 -1.71
C18 -3.76 -2.93 -5.68
H24 6.93 -3.42 -2.01
C19 -1.41 4.83 -0.90
C20 2.96 -1.34 -0.38
C21 0.04 -0.80 1.72
H25 6.27 -3.88 -0.37
C22 4.23 -3.59 -2.16
H26 -4.31 -2.31 -6.37
H27 -3.67 0.80 0.38
H28 -1.70 -3.11 6.85
C23 -4.34 -0.30 -4.08
S1 -0.28 1.33 -4.93
H29 -3.78 6.96 -1.81
H30 -5.33 -0.30 -4.50
H31 6.70 -1.04 3.18
H32 0.14 4.27 -3.66
H33 4.29 -4.54 -1.65
C24 4.80 -2.04 1.00
N3 -3.41 -0.08 -5.20
H34 -1.35 3.68 -4.50
N4 -3.70 5.14 -2.83
H35 -0.33 4.87 -0.64
C25 6.33 -2.01 3.54
H36 -2.57 -0.48 4.54
H37 0.53 -4.11 3.98
H38 5.99 -0.55 -2.00
C26 -3.35 5.98 -1.67
N5 -1.92 6.12 -1.36
H39 4.32 -0.73 -2.63
F2 2.79 1.68 0.07
H40 3.20 -3.34 -2.23
C27 -1.11 0.04 1.45
C28 2.86 -1.20 2.11
H41 -4.83 1.98 3.67
H42 -4.44 -3.18 -4.85
F3 1.65 3.20 -1.07
H43 6.74 -2.78 2.90
H44 -1.48 7.40 -2.85
C29 -4.15 0.89 1.37
H45 4.79 -3.72 4.88
H46 4.31 -4.09 3.18
C30 4.28 -1.99 -0.26
H47 -3.47 -3.85 -6.18
C31 4.12 -1.70 2.24
C32 -0.84 -1.58 3.90
H48 -3.57 3.19 -3.46
H49 1.41 -2.11 5.17
H50 -4.95 1.71 1.33
Pb1 0.36 0.37 -1.44
H51 3.15 -3.31 4.31
C33 4.79 -1.99 3.56
C34 -3.41 3.73 -2.51
H52 5.73 -1.54 -3.33
H53 0.36 -0.98 6.08
C35 4.28 -0.95 4.61
N6 0.89 -0.85 0.70
H54 -4.25 0.47 -3.31
H55 -1.18 -4.45 4.01
H56 -3.25 6.65 -4.19
H57 -1.94 4.47 0.01
C36 2.20 -1.12 0.81
S2 -0.72 -0.54 -5.67
H58 4.72 0.01 4.45
H59 0.73 -2.62 6.69
C37 -2.06 0.18 2.57
C38 4.24 -3.36 4.01
O2 -1.25 0.59 0.32
H60 -0.85 -2.53 -3.96
C39 -2.36 -0.94 -5.30
H61 5.82 -2.48 1.09
C40 5.05 -2.49 -1.46
H62 4.56 -3.73 -3.22
H63 -1.98 3.03 3.03
H64 -3.28 1.67 4.59

## Properties
Orbital gap, eV: 5.39
Max |F|, eV/Å: 3.0
Molecular weight, g mol⁻¹: 1020.294
Multiplicity: 1
E_HOMO, eV: -7.0
E_tot, eV: -99911.3816
Lowest unoccupied orbital energy, eV: -1.626



Which of these has the highest E_tot?
C40H64F3N2O10P



Among the records above, which one has the lowest E_tot?
C40H63GeN3O3SbSe2Tl